# 1
Here is a molecular structure, C6H12N2O in a non-equilibrium geometry from the OMol25 dataset. Energies are from ωB97M-V/def2-TZVPD.

Each line ends with the Mulliken charge.
Element x y z (Å)
C1 -0.32561 1.68750 -1.29410  -1.042
C2 0.41441 0.36486 -1.12020  -0.650
C3 -0.02123 -0.41980 0.11023  1.015
C4 0.96612 -1.26915 0.84814  -0.669
N1 0.41631 -0.07580 1.45004  -0.236
C5 1.27969 1.06720 1.68148  -0.806
C6 -1.42883 -0.87783 0.04306  -0.160
N2 -2.53282 -0.78799 0.57822  -0.704
H1 -1.40094 1.52941 -1.46012  0.318
H2 -0.21246 2.32750 -0.40801  0.242
H3 0.07028 2.23426 -2.16002  0.373
H4 0.26306 -0.26914 -2.00657  0.315
H5 1.49642 0.53870 -1.06119  0.422
H6 0.66313 -2.22307 1.28582  0.286
H7 1.99536 -1.22927 0.47427  0.320
H8 2.06657 1.20258 0.91954  0.296
H9 0.67312 1.98171 1.72404  0.290
H10 1.77195 0.93537 2.65411  0.310
O1 -1.95477 -2.21088 -1.03985  -0.689
H11 -1.13797 -2.72097 -1.07387  0.295
H12 -3.06178 -1.78520 -0.14502  0.474

Force components x, y, z for each atom (eV/Å):
C -0.2 0.2 0.0
C 0.3 -0.2 -0.1
C 0.0 0.0 -0.8
C 0.1 -0.2 0.0
N -0.3 -0.2 0.2
C 0.2 0.3 -0.1
C -3.5 -2.0 -0.2
N -0.5 -0.9 -0.8
H 0.3 0.0 0.1
H 0.0 -0.2 -0.2
H -0.1 -0.1 0.2
H 0.0 0.1 0.2
H -0.2 0.0 0.0
H 0.1 0.3 -0.1
H -0.3 0.0 0.1
H -0.2 0.0 0.2
H 0.2 -0.3 0.0
H -0.2 0.0 -0.3
O 3.0 1.6 -0.2
H -0.3 -1.1 -0.4
H 1.6 2.7 2.3

For the LUMO energy, the calculation gives 0.74 eV. Its energy above the lowest of the compared OMol25 structures with the same formula, charge and spin is 476.1 kJ/mol. For the HOMO-LUMO gap, the calculation gives 10.0 eV. For the calculated total energy, the calculation gives -420.402543 Ha. The value obtained for the HOMO energy is -9.3 eV.



# 2
Here is 3 unconnected molecules or ions with the total composition C6H12N2O in a non-equilibrium geometry from the OMol25 dataset. Energies are from ωB97M-V/def2-TZVPD.

Each line ends with the Mulliken charge.
Element x y z (Å)
C1 -2.34376 0.52734 0.51980  -0.294
C2 -2.81194 -0.87862 0.63870  -1.038
C3 -0.10458 0.10368 -0.16379  0.354
C4 2.43436 0.14033 0.22843  0.109
N1 -0.10013 -0.68790 -1.22035  -0.432
N2 2.57503 -1.19813 -0.21416  -0.569
C5 -0.03174 0.66543 0.91466  -0.436
C6 3.23059 1.10989 -0.22479  -0.834
O1 -2.75012 1.12186 -0.65628  -0.510
H1 -2.51897 2.05779 -0.64293  0.339
H2 -2.43930 1.15647 1.40316  0.463
H3 -0.30838 -0.23615 -2.10168  0.248
H4 0.77923 -1.23520 -1.21984  0.355
H5 2.47698 -1.87276 0.53372  0.233
H6 3.42879 -1.39755 -0.74581  0.171
H7 0.11915 1.28463 1.76383  0.439
H8 -2.44768 -1.48100 -0.19619  0.293
H9 -2.45425 -1.31776 1.56977  0.302
H10 -3.90922 -0.92295 0.62893  0.325
H11 4.13056 0.90807 -0.82235  0.243
H12 3.04540 2.15254 0.00717  0.240

Force components x, y, z for each atom (eV/Å):
C -0.8 0.0 0.2
C -0.1 0.0 0.0
C 0.5 0.3 0.9
C 0.7 -0.2 -0.6
N 0.1 -0.4 -0.5
N 0.0 0.0 0.2
C 0.5 -0.1 -0.6
C -0.2 0.1 0.2
O 0.0 0.1 -0.2
H 0.0 -0.1 0.0
H 0.0 0.0 0.0
H 0.0 0.0 0.1
H -0.3 0.2 -0.1
H 0.0 0.0 0.0
H -0.2 0.2 0.1
H -0.1 0.0 0.1
H 0.0 0.0 0.0
H 0.0 0.0 0.0
H 0.0 0.0 0.0
H -0.2 -0.1 0.1
H 0.0 -0.1 0.0

For the LUMO energy (spin up / spin down), the calculation gives 0.74 / 0.13 eV. Its energy above the lowest of the compared OMol25 structures with the same formula, charge and spin is 776.3 kJ/mol. For the HOMO-LUMO gap (spin up / spin down), the calculation gives 7.9 / 5.8 eV. For the calculated total energy, the calculation gives -420.288220 Ha. The value obtained for the HOMO energy (spin up / spin down) is -7.1 / -5.7 eV.